No. 1
{
  "formula": "C14H46N4O9",
  "method": "ωB97M-V/def2-TZVPD",
  "elements": ["N", "C", "N", "O", "H", "H", "H", "H", "N", "C", "N", "O", "H", "H", "H", "H", "C", "C", "O", "H", "H", "H", "H", "H", "H", "C", "C", "O", "H", "H", "H", "H", "H", "H", "C", "C", "O", "H", "H", "H", "H", "H", "H", "C", "C", "O", "H", "H", "H", "H", "H", "H", "C", "C", "O", "H", "H", "H", "H", "H", "H", "C", "O", "H", "H", "H", "H", "C", "O", "H", "H", "H", "H"],
  "xyz": [[1.36, 16.26, -28.87], [0.99, 16.99, -27.87], [0.83, 16.31, -26.76], [0.78, 18.40, -27.94], [1.54, 16.73, -29.77], [1.73, 15.32, -28.78], [0.80, 16.85, -25.89], [0.95, 15.30, -26.64], [1.43, 18.85, -22.52], [1.85, 18.92, -23.73], [2.92, 19.63, -23.91], [1.22, 18.07, -24.70], [0.88, 17.99, -22.43], [1.88, 19.20, -21.62], [3.10, 19.71, -24.95], [3.20, 20.33, -23.30], [5.34, 19.03, -26.61], [3.84, 18.64, -26.57], [2.98, 19.76, -26.50], [5.60, 19.62, -25.75], [5.56, 19.64, -27.55], [5.99, 18.15, -26.58], [3.68, 17.85, -25.78], [3.56, 18.20, -27.55], [2.23, 19.62, -27.08], [-3.25, 17.97, -25.56], [-2.13, 17.53, -26.41], [-2.00, 16.17, -26.19], [-2.87, 18.04, -24.58], [-4.11, 17.30, -25.62], [-3.49, 18.94, -25.96], [-1.24, 18.03, -26.12], [-2.17, 17.69, -27.52], [-1.30, 15.84, -26.75], [3.18, 15.74, -23.83], [2.94, 14.36, -23.25], [3.04, 13.46, -24.26], [2.48, 15.82, -24.62], [4.24, 15.85, -24.10], [2.79, 16.48, -23.09], [1.94, 14.29, -22.76], [3.80, 14.08, -22.58], [3.04, 12.54, -23.88], [-1.50, 14.31, -28.68], [-1.58, 13.27, -29.85], [-2.29, 12.09, -29.44], [-1.02, 15.22, -29.08], [-0.85, 13.89, -27.89], [-2.46, 14.44, -28.22], [-0.54, 12.96, -30.18], [-2.07, 13.73, -30.69], [-1.76, 11.72, -28.65], [4.67, 14.65, -28.38], [4.38, 14.71, -26.92], [5.28, 14.04, -26.12], [4.95, 13.72, -28.81], [5.61, 15.19, -28.45], [3.93, 15.16, -28.95], [3.40, 14.27, -26.79], [4.41, 15.74, -26.60], [5.01, 14.09, -25.22], [2.09, 12.61, -29.87], [1.79, 13.54, -28.92], [3.02, 12.22, -29.63], [2.27, 13.11, -30.80], [1.38, 11.88, -30.04], [1.78, 13.22, -28.03], [0.07, 13.23, -25.22], [1.18, 13.36, -26.08], [-0.05, 13.91, -24.41], [-0.14, 12.23, -24.68], [-0.83, 13.42, -25.83], [1.92, 13.42, -25.47]],
  "relative_energy_ev": 5.674,
  "total_energy_ha": -1457.04924,
  "smiles": "NC(N)=O.NC(N)=O.CCO.CCO.CCO.CCO.CCO.CO.CO",
  "lumo_energy_ev": 0.04,
  "homo_ev": -8.654
}

=====

No. 2
{
  "formula": "C14H46N6O9",
  "method": "ωB97M-V/def2-TZVPD",
  "elements": ["N", "C", "N", "O", "H", "H", "H", "H", "N", "C", "N", "O", "H", "H", "H", "H", "N", "C", "N", "O", "H", "H", "H", "H", "C", "C", "O", "H", "H", "H", "H", "H", "H", "C", "C", "O", "H", "H", "H", "H", "H", "H", "C", "C", "O", "H", "H", "H", "H", "H", "H", "C", "C", "O", "H", "H", "H", "H", "H", "H", "C", "C", "O", "H", "H", "H", "H", "H", "H", "C", "O", "H", "H", "H", "H"],
  "xyz": [[0.64, 4.29, -0.98], [0.37, 3.05, -0.79], [0.83, 2.59, 0.27], [-0.56, 2.37, -1.54], [0.40, 4.69, -1.89], [1.41, 4.77, -0.45], [0.63, 1.55, 0.50], [1.67, 2.99, 0.69], [2.19, -1.60, 2.70], [1.31, -2.41, 2.20], [0.11, -2.13, 2.67], [1.56, -3.39, 1.27], [3.16, -1.55, 2.36], [1.93, -1.19, 3.51], [-0.73, -2.72, 2.37], [-0.10, -1.32, 3.35], [-2.87, -2.18, -2.05], [-3.43, -1.96, -0.94], [-3.42, -3.02, -0.21], [-4.21, -0.81, -0.67], [-2.89, -1.47, -2.73], [-2.49, -3.09, -2.40], [-3.82, -2.91, 0.73], [-3.00, -3.98, -0.39], [-4.51, 3.28, -1.79], [-4.07, 2.66, -0.56], [-4.91, 1.62, -0.24], [-5.25, 4.03, -1.50], [-4.89, 2.61, -2.54], [-3.66, 3.76, -2.19], [-4.11, 3.45, 0.28], [-3.08, 2.35, -0.47], [-4.60, 0.74, -0.53], [-2.97, 0.35, 2.40], [-1.88, 1.46, 2.58], [-1.71, 1.81, 3.85], [-3.27, 0.20, 1.38], [-3.87, 0.56, 2.99], [-2.53, -0.64, 2.58], [-2.13, 2.44, 1.96], [-1.01, 0.98, 2.24], [-0.94, 2.35, 3.99], [3.08, 1.66, 2.61], [3.66, 1.47, 1.18], [3.80, 2.69, 0.56], [3.86, 2.19, 3.08], [2.98, 0.79, 3.31], [2.25, 2.29, 2.64], [2.97, 0.79, 0.60], [4.67, 1.16, 1.11], [4.15, 2.71, -0.37], [1.44, -3.79, -1.66], [2.06, -5.16, -1.32], [3.29, -4.95, -1.95], [2.06, -3.00, -1.20], [0.39, -3.75, -1.37], [1.43, -3.74, -2.75], [1.52, -6.00, -1.75], [2.21, -5.48, -0.29], [3.85, -5.70, -1.84], [2.76, 1.39, -2.61], [2.12, 0.06, -2.62], [2.16, -0.70, -3.82], [2.86, 1.78, -1.54], [2.34, 2.16, -3.26], [3.84, 1.28, -2.94], [1.05, 0.02, -2.25], [2.48, -0.60, -1.75], [2.93, -1.24, -3.78], [-0.53, -0.48, 0.06], [0.63, 0.02, 0.80], [-1.12, -1.09, 0.69], [-0.18, -1.21, -0.70], [-1.06, 0.25, -0.50], [0.74, -0.38, 1.62]],
  "relative_energy_ev": 4.284,
  "total_energy_ha": -1566.50681,
  "smiles": "NC(N)=O.NC(N)=O.NC(N)=O.CCO.CCO.CCO.CCO.CCO.CO",
  "lumo_energy_ev": -0.05,
  "homo_ev": -8.408
}

=====

No. 3
{
  "formula": "C14H4Cl5F3HfNO7S",
  "method": "ωB97M-V/def2-TZVPD",
  "elements": ["Hf", "O", "C", "O", "C", "C", "C", "C", "C", "N", "C", "O", "O", "H", "H", "H", "H", "Cl", "C", "C", "C", "Cl", "C", "Cl", "C", "Cl", "C", "Cl", "F", "C", "F", "F", "S", "O", "O", "O"],
  "xyz": [[0.11, -0.86, 0.41], [3.53, 0.94, -1.80], [2.59, 0.61, -0.95], [2.23, -0.54, -0.72], [1.99, 1.72, -0.17], [2.42, 3.02, -0.07], [1.84, 3.81, 0.93], [0.93, 3.27, 1.81], [0.55, 1.95, 1.62], [1.04, 1.23, 0.62], [-0.23, 1.11, 2.60], [-0.74, 1.56, 3.57], [-0.16, -0.19, 2.25], [3.89, 0.14, -2.22], [3.21, 3.39, -0.72], [2.16, 4.84, 1.04], [0.52, 3.82, 2.65], [0.26, -0.85, -2.93], [-1.35, -0.54, -2.34], [-1.49, -0.30, -0.98], [-2.80, -0.12, -0.52], [-3.03, 0.09, 1.19], [-3.90, -0.14, -1.36], [-5.47, 0.10, -0.72], [-3.70, -0.37, -2.72], [-5.04, -0.40, -3.78], [-2.42, -0.58, -3.22], [-2.15, -0.88, -4.89], [1.86, -2.00, 1.76], [1.20, -3.17, 2.15], [2.11, -4.06, 2.40], [0.50, -2.90, 3.22], [0.05, -3.51, 0.70], [-1.06, -2.56, 1.05], [-0.21, -4.88, 0.55], [0.76, -2.76, -0.39]],
  "charge": 1,
  "total_energy_ha": -4164.05567,
  "lumo_energy_ev": -4.97,
  "homo_ev": -12.003
}